7
Properties=species:S:1:pos:R:3 method="wB97M-V/def2-TZVPD" e_above_lowest_ev=3.807
C -0.077 -0.627 -0.533
C -0.499 -0.765 0.828
O 0.835 -1.162 -1.118
S -1.237 -1.207 2.066
S 0.343 1.862 -0.111
H -0.933 -0.134 -1.187
H 1.567 2.033 0.054